A structure of composition C12H21AsBrINO2RuS4Si2. Source: the OMol25 dataset; level of theory: ωB97M-V/def2-TZVPD.

```
46
C12H21AsBrINO2RuS4Si2 | the OMol25 dataset | ωB97M-V/def2-TZVPD
Ru 1.2510 0.9815 0.0724
S 1.9110 0.9571 2.3133
S 3.4653 2.1499 2.6320
S 4.7439 0.0880 0.3066
S 3.2133 0.7026 -0.7690
C -2.4823 -3.1774 0.1397
Si -1.5316 -1.7819 -0.7559
C -1.1789 -2.4577 -2.4910
C -2.7675 -0.3602 -0.8804
As 0.1984 -1.1905 0.7289
Si 1.6985 -2.9038 0.2073
C 0.8451 -4.5998 0.2820
C 2.5087 -2.8013 -1.4998
C 3.0250 -2.9571 1.5420
H -3.3965 -3.4177 -0.4117
H -2.7594 -2.8647 1.1475
H -1.8903 -4.0875 0.2295
H -2.1273 -2.7405 -2.9577
H -0.5404 -3.3413 -2.4568
H -0.6900 -1.7032 -3.1059
H -3.7015 -0.7063 -1.3329
H -2.3567 0.4495 -1.4797
H -2.9831 0.0384 0.1119
H 0.1886 -4.7708 -0.5713
H 0.2510 -4.7078 1.1904
H 1.6112 -5.3797 0.2796
H 1.7815 -2.5636 -2.2764
H 2.9834 -3.7582 -1.7395
H 3.2679 -2.0206 -1.5161
H 2.5656 -3.0856 2.5240
H 3.6008 -2.0333 1.5594
H 3.7104 -3.7919 1.3615
Br -0.3303 8.5070 0.7478
C -1.0674 6.7566 0.8183
C -2.4265 6.6067 1.0340
N -3.0144 5.4174 1.0981
C -2.2484 4.3404 0.9469
C -0.8766 4.4019 0.7250
C -0.2640 5.6449 0.6559
C -0.0648 3.1548 0.5392
O 1.1340 3.2525 0.1961
O -0.6229 2.0453 0.7412
H -3.0558 7.4809 1.1564
H -2.7255 3.3699 0.9974
H 0.8010 5.7038 0.4783
I 0.3463 1.1535 -2.5186
```

Summary:
- Gap between HOMO and LUMO (alpha / beta): 5.2 / 5.3 eV
- HOMO (alpha / beta): -0.053 / -0.057 Eh
- Energy above the lowest of the compared OMol25 structures with the same formula, charge and spin: 0.0000 eV
- 2S+1: 2
- Net charge: -2

Results of the natural (NBO) charge analysis, in e, for atoms 1 through 8:
1. Ru 0.12
2. S -0.07
3. S -0.37
4. S -0.42
5. S 0.31
6. C -1.12
7. Si 1.38
8. C -1.14